# 1
{
  "formula": "C20H32N4O2",
  "method": "the ωB97M-V functional and the def2-TZVPD basis",
  "elements": ["C", "H", "H", "H", "H", "H", "C", "H", "H", "C", "C", "C", "C", "N", "C", "C", "N", "H", "H", "H", "H", "H", "H", "H", "C", "H", "H", "H", "H", "N", "H", "C", "O", "H", "C", "H", "H", "C", "H", "C", "H", "O", "C", "C", "H", "N", "H", "H", "C", "C", "C", "C", "C", "H", "H", "H", "H", "H"],
  "coordinates": [[1.053, 0.322, -0.968], [1.968, -0.625, 1.395], [1.434, 0.491, -1.985], [-2.824, 0.099, -2.308], [3.749, -2.335, 1.678], [-1.004, 2.951, -1.290], [-1.061, 0.232, 0.316], [-7.025, 0.319, 2.028], [5.530, -1.208, -1.886], [4.817, 0.195, -0.416], [-1.918, -1.548, -1.212], [-5.345, -1.548, -0.730], [-6.198, 0.890, 1.610], [1.944, 0.908, -0.005], [5.940, -0.600, -1.076], [1.117, 2.971, -0.876], [-5.590, 0.092, 0.586], [-6.579, 1.826, 1.197], [1.424, 2.813, -1.913], [6.090, -3.084, 1.319], [7.082, -0.898, 0.720], [-5.475, 1.117, 2.394], [3.105, 0.716, 1.662], [-1.040, -1.503, -1.864], [4.479, -1.653, 1.236], [4.893, -1.041, 2.040], [5.181, -3.101, -0.194], [4.330, 0.832, -1.157], [1.023, -0.757, -0.796], [-1.624, -0.980, 0.087], [-1.605, -2.676, 1.308], [-0.371, 0.917, -0.867], [-1.026, 0.720, 1.431], [-3.200, -1.913, 1.123], [2.070, 2.254, 0.059], [1.162, 4.039, -0.664], [-0.894, 0.703, -1.798], [2.673, 0.056, 0.906], [3.351, -1.367, -0.567], [-4.264, -0.686, -0.979], [-2.155, -2.602, -1.048], [2.843, 2.821, 0.804], [6.621, -1.509, -0.058], [-3.119, -0.876, -1.914], [-3.892, 1.251, 0.072], [-6.130, -1.061, 0.213], [-5.574, -2.485, -1.197], [-1.953, -1.132, 2.120], [-4.466, 0.364, -0.104], [-2.132, -1.723, 1.224], [5.601, -2.450, 0.577], [-0.295, 2.434, -0.641], [3.790, -0.741, 0.221], [6.671, 0.086, -1.510], [-3.420, -1.506, -2.753], [5.230, 0.847, 0.355], [-0.568, 2.638, 0.397], [7.410, -2.088, -0.543]],
  "energy_ev": -31315.90953,
  "molar_mass_g_mol": 360.5,
  "smiles": "CN(CCc1cnn(C)c1)C(=O)[C@H]1CCC(=O)N(CC2CCCCC2)C1",
  "e_above_lowest_kcal_mol": 13.80
}

***

# 2
{
  "formula": "C5H8O2",
  "method": "the ωB97M-V functional and the def2-TZVPD basis",
  "elements": ["H", "H", "H", "C", "H", "H", "C", "C", "H", "C", "O", "H", "H", "C", "O"],
  "coordinates": [[1.991, -1.449, 1.056], [1.376, -1.129, -0.573], [-2.605, 0.455, -1.570], [-2.218, 0.297, -0.565], [0.675, 0.374, 1.920], [-2.950, 0.236, 0.230], [-0.847, 0.934, -0.233], [1.585, -0.650, 0.390], [-0.363, 1.517, -1.015], [-1.097, -0.605, -0.492], [2.474, 0.445, 0.255], [3.105, 0.223, -0.441], [-0.814, 1.450, 0.727], [0.399, -0.435, 1.215], [-0.710, -1.661, -0.903]],
  "energy_ev": -9403.16902,
  "molar_mass_g_mol": 100.1,
  "e_above_lowest_kcal_mol": 153.66
}

***

# 3
{
  "formula": "C23H35BrN2O4ReSe",
  "method": "the ωB97M-V functional and the def2-TZVPD basis",
  "elements": ["C", "N", "C", "Br", "H", "H", "H", "C", "C", "H", "H", "C", "H", "C", "C", "H", "N", "H", "H", "O", "H", "C", "H", "H", "O", "H", "Re", "H", "C", "C", "H", "C", "C", "C", "H", "C", "H", "H", "H", "Se", "C", "H", "H", "H", "C", "C", "C", "H", "O", "H", "H", "H", "H", "C", "H", "H", "H", "H", "O", "H", "C", "C", "H", "H", "C", "C", "H"],
  "coordinates": [[1.329, -1.928, 4.350], [0.842, -3.899, -1.193], [4.759, -3.558, -3.736], [2.598, -3.923, 5.930], [6.186, -3.175, -2.184], [1.605, -3.414, -0.755], [0.721, 2.446, 2.097], [-1.659, 1.569, 0.691], [1.302, 2.329, 1.177], [-1.225, -4.881, -2.128], [3.792, 1.702, 1.733], [-0.375, -3.344, -1.150], [0.965, -1.546, 5.294], [-2.372, 0.256, 0.854], [0.984, -1.314, 3.161], [5.948, -1.705, -0.414], [-1.393, -3.974, -1.725], [4.314, -1.741, 0.264], [0.604, -1.654, -3.385], [-0.493, 1.358, -0.116], [-1.349, -2.563, 2.211], [4.912, -1.427, -0.595], [3.500, -0.050, 1.857], [-2.697, -1.598, 2.862], [-0.577, -2.223, -0.574], [0.349, -0.434, 3.208], [0.662, -0.768, 0.312], [4.862, -0.339, -0.666], [1.282, -2.085, -4.119], [2.635, -2.388, -3.530], [5.160, -5.405, -4.746], [3.472, -3.276, -4.187], [-2.123, -1.840, 1.967], [2.140, -3.058, 4.320], [-3.118, -3.501, -2.813], [2.270, -2.928, 1.929], [-1.369, 1.947, 1.675], [-2.772, -2.441, -1.441], [1.056, 2.358, -0.953], [2.111, -0.370, -1.532], [3.114, -1.785, -2.356], [-2.789, -2.259, 1.211], [1.384, -1.369, -4.937], [-3.421, -4.073, -1.167], [-2.760, -3.469, -1.787], [0.439, 2.443, -0.060], [3.069, 0.935, 2.010], [5.876, -3.994, -5.498], [1.922, 1.038, 1.151], [3.249, -4.432, 3.100], [2.072, 3.102, 1.150], [2.787, 1.056, 3.057], [6.592, -4.653, -4.022], [1.431, -1.808, 1.924], [-2.314, 2.296, 0.209], [-2.697, -0.137, -0.115], [-0.084, 3.401, -0.076], [1.033, -4.757, -1.681], [-1.471, -0.659, 1.479], [3.125, -3.743, -5.102], [5.654, -4.456, -4.535], [4.397, -2.066, -1.857], [2.678, -3.312, 1.000], [0.832, -2.986, -4.538], [5.192, -2.960, -2.556], [2.615, -3.555, 3.112], [-3.247, 0.408, 1.489]],
  "energy_ev": -173092.86510,
  "molar_mass_g_mol": 748.6,
  "total_charge": 2,
  "s2": 3.794,
  "e_above_lowest_kcal_mol": 0.00,
  "multiplicity": 4
}

***

# 4
{
  "formula": "C8H19NO2Si",
  "method": "the ωB97M-V functional and the def2-TZVPD basis",
  "elements": ["H", "H", "Si", "C", "H", "C", "H", "H", "C", "H", "H", "C", "O", "N", "H", "H", "H", "H", "C", "H", "H", "C", "H", "H", "H", "O", "C", "H", "C", "H", "H"],
  "coordinates": [[2.103, 1.855, 1.004], [1.133, 2.604, -1.052], [-0.351, 0.198, 0.583], [1.439, -0.015, 0.131], [-1.576, -2.909, -2.441], [-1.769, -0.712, 2.680], [2.528, -1.726, -0.719], [-2.652, 2.041, 0.087], [-1.676, 2.558, -0.391], [-1.324, 3.401, 0.221], [2.666, 0.515, 1.936], [2.477, 0.881, 0.953], [-1.420, 0.352, 1.828], [-0.508, 1.588, -0.346], [0.960, -0.326, -1.910], [2.458, -1.644, 1.036], [-2.809, -0.500, 3.029], [3.464, 1.006, 0.341], [1.990, -1.508, 0.165], [-1.503, -1.577, 2.201], [0.129, 1.936, -2.341], [1.450, 0.445, -1.280], [1.097, -2.109, 0.111], [2.427, 0.704, -1.704], [-1.066, -0.623, 3.497], [-1.036, -2.679, -0.531], [0.576, 1.747, -1.373], [-1.768, 2.888, -1.417], [-2.029, -2.818, -1.433], [-2.706, -3.652, -1.364], [-2.704, -1.921, -1.499]],
  "energy_ev": -22063.50155,
  "molar_mass_g_mol": 189.3,
  "e_above_lowest_kcal_mol": 111.08
}

***

# 5
{
  "formula": "C31H31CaF9N3O2S",
  "method": "the ωB97M-V functional and the def2-TZVPD basis",
  "elements": ["H", "H", "H", "C", "C", "H", "H", "C", "F", "H", "H", "C", "C", "H", "H", "C", "C", "C", "C", "O", "C", "F", "H", "H", "C", "F", "C", "N", "C", "C", "F", "Ca", "N", "H", "C", "C", "C", "C", "H", "H", "H", "C", "H", "C", "H", "C", "F", "F", "H", "H", "H", "C", "H", "H", "S", "N", "H", "F", "H", "H", "F", "C", "H", "H", "C", "H", "F", "C", "O", "C", "C", "C", "C", "H", "H", "C", "C", "H"],
  "coordinates": [[-1.206, 3.820, 1.682], [0.895, 1.306, -3.203], [-0.893, 1.752, 2.760], [-1.484, -2.925, -0.687], [0.949, 2.755, -1.623], [5.413, -5.038, -2.625], [2.977, 2.446, -2.276], [-1.435, 0.861, 3.085], [-1.161, -4.923, 0.699], [4.281, 2.403, 4.208], [2.169, -0.912, -2.064], [6.199, -4.435, -4.533], [4.809, -2.412, -0.585], [4.775, -2.956, 1.508], [8.121, -1.927, -5.220], [4.242, -2.493, 0.689], [4.048, -1.822, -1.597], [2.982, -1.983, 0.892], [-2.985, -3.103, -0.340], [-1.162, -1.646, -0.560], [2.472, 1.702, 1.460], [-0.067, -2.903, -2.589], [-2.398, -0.245, -2.452], [2.260, 3.952, -2.820], [3.523, 1.971, 3.570], [-3.736, -2.241, -1.020], [7.516, -2.591, -4.615], [6.933, -3.595, -5.249], [2.594, 1.084, 4.081], [-1.047, 2.884, -0.252], [-3.163, -2.826, 0.974], [0.094, -0.285, 0.285], [2.247, -1.413, -0.066], [2.402, 1.926, 0.401], [0.230, 3.326, -0.580], [2.783, -1.352, -1.285], [3.467, 2.283, 2.223], [-0.629, -3.765, 0.324], [-2.589, 1.468, -0.732], [0.467, -1.240, 3.032], [5.745, -5.255, -5.075], [0.637, -0.454, 3.777], [-2.151, -0.689, 2.069], [0.358, 1.734, -2.363], [7.872, -1.525, -2.779], [-1.603, 0.282, -2.972], [-3.448, -4.331, -0.569], [-2.178, -3.087, -2.963], [2.771, 3.795, -1.148], [-0.546, 0.866, 5.016], [1.075, -0.957, 4.641], [-1.602, 1.839, -0.988], [2.614, 0.802, 5.122], [4.417, -1.730, -2.606], [6.439, -3.024, -0.759], [1.562, 0.856, 1.941], [-2.033, 0.804, -3.829], [-1.086, -4.774, -2.177], [-2.658, 2.939, 1.169], [-0.897, -0.454, -3.352], [-0.431, -3.039, 1.457], [7.382, -2.364, -3.250], [4.176, 2.956, 1.768], [2.530, -2.043, 1.875], [-1.206, -3.443, -2.124], [-1.327, -0.649, 4.611], [0.598, -4.002, -0.163], [-0.701, 0.149, 4.204], [-1.545, 0.048, 1.917], [2.316, 3.260, -1.980], [1.630, 0.535, 3.240], [6.602, -3.243, -2.515], [6.007, -4.314, -3.165], [0.672, 4.137, -0.014], [-2.434, 1.175, 3.406], [-0.930, 1.282, -2.079], [-1.832, 3.562, 0.829], [-2.257, 4.493, 0.450]],
  "energy_ev": -94947.41506,
  "molar_mass_g_mol": 720.7,
  "total_charge": 1,
  "e_above_lowest_kcal_mol": 3.86
}

***

# 6
{
  "formula": "C2H3OP",
  "method": "the ωB97M-V functional and the def2-TZVPD basis",
  "elements": ["C", "P", "O", "C", "H", "H", "H"],
  "coordinates": [[0.013, 0.359, -0.082], [1.687, -0.447, -0.077], [2.747, 0.590, -0.046], [-1.057, -0.397, 0.012], [-0.229, 1.335, 0.126], [-1.049, -1.512, 0.061], [-2.112, 0.072, 0.006]],
  "energy_ev": -13457.47503,
  "molar_mass_g_mol": 74.0,
  "smiles": "C=CP=O",
  "e_above_lowest_kcal_mol": 6.54
}

***

# 7
{
  "formula": "C4H7NO2",
  "method": "the ωB97M-V functional and the def2-TZVPD basis",
  "elements": ["H", "H", "H", "H", "C", "H", "H", "C", "H", "O", "O", "C", "N", "C"],
  "coordinates": [[-2.577, 0.715, -0.779], [-2.008, -0.944, -1.097], [-2.750, -0.550, 0.459], [1.501, 0.000, -1.503], [2.051, 0.085, -0.539], [1.517, -0.117, 1.536], [1.857, -1.660, 0.691], [-2.106, -0.166, -0.337], [-0.976, 2.049, 0.389], [3.094, 0.677, -0.442], [0.030, -0.922, 0.295], [1.394, -0.672, 0.603], [-0.282, 1.319, 0.525], [-0.745, 0.184, 0.199]],
  "energy_ev": -9845.89828,
  "molar_mass_g_mol": 101.1,
  "smiles": "[H]/N=C(\\C)OCC=O",
  "e_above_lowest_kcal_mol": 31.86
}

***

# 8
{
  "formula": "C16H9BClF4IN2OPdS",
  "method": "the ωB97M-V functional and the def2-TZVPD basis",
  "elements": ["C", "C", "F", "C", "N", "C", "F", "O", "S", "H", "H", "H", "C", "F", "H", "Pd", "Cl", "I", "H", "B", "H", "H", "C", "C", "C", "C", "C", "C", "C", "H", "H", "C", "C", "F", "N", "C", "C"],
  "coordinates": [[2.282, -0.192, -0.388], [-0.781, 3.990, 1.898], [-0.695, -1.951, 5.055], [2.106, -2.529, -1.776], [-1.659, 1.239, -0.424], [3.419, -0.678, -1.017], [-1.329, 0.167, 4.418], [-1.295, -2.100, -0.738], [-3.060, 2.865, -1.781], [0.628, -5.460, -2.970], [-0.233, 4.201, 2.806], [4.199, -2.274, -2.221], [1.018, -1.959, -1.127], [-0.499, -1.246, 2.252], [-1.464, 6.018, 1.679], [-0.790, -0.307, 0.646], [3.191, -4.495, -3.258], [-2.174, -4.962, -1.816], [4.352, -0.135, -0.943], [-0.383, -0.745, 4.626], [-2.672, 0.479, -2.096], [-0.270, 1.913, 1.910], [-0.790, 2.711, 1.393], [3.333, -1.860, -1.721], [-2.435, 1.323, -1.465], [-1.484, 5.022, 1.256], [0.690, -4.501, -2.471], [-0.407, -3.977, -1.861], [1.914, -3.804, -2.463], [2.317, 0.722, 0.189], [-2.745, 5.593, -0.380], [-0.328, -2.627, -1.185], [-2.223, 3.495, -0.397], [0.887, -0.379, 4.487], [1.106, -0.823, -0.456], [-1.517, 2.470, 0.227], [-2.207, 4.792, 0.109]],
  "energy_ev": -68237.12224,
  "molar_mass_g_mol": 632.9,
  "total_charge": 2,
  "e_above_lowest_kcal_mol": 41.63
}